Entry one
Computed, not measured: a cluster of 3 separate species, C6H12Cl6 in total, with the ωB97M-V functional and the def2-TZVPD basis.

Structure (SMILES) ... ClCCCl.ClCCCl.ClCCCl
HOMO ... -10.48 eV
E_LUMO ... 0.5 eV

Last columns: bonded neighbours and bond lengths (Å).
Positions of all 24 atoms, in Å:
1 Cl 1.53725 -0.87297 0.87882  C20 1.804
2 H 0.82627 0.57388 -0.87790  C20 1.090
3 Cl -0.38895 -4.50604 2.23608  C24 1.783
4 Cl 0.17314 3.48849 1.31940  C12 1.769
5 H 0.66882 4.19854 -1.62983  C7 1.091
6 H -1.10661 4.82272 -0.07825  C12 1.088
7 C 0.91034 4.94651 -0.87263  H5 1.091, H8 1.094, C12 1.514, Cl19 1.771
8 H 0.76097 5.88154 -1.42033  C7 1.094
9 C -0.92016 0.17623 0.32674  Cl10 1.769, H11 1.084, C20 1.510, H22 1.089
10 Cl -1.85988 -1.22623 0.85582  C9 1.769
11 H -0.70338 0.75189 1.21910  C9 1.084
12 C -0.07911 4.89224 0.27245  Cl4 1.769, H6 1.088, C7 1.514, H23 1.089
13 H 1.30231 -4.79236 0.58140  C24 1.092
14 H 0.20432 -6.13653 0.65814  C24 1.087
15 H -0.10175 -4.80241 -1.43343  C21 1.087
16 H -0.39343 -3.32288 -0.45457  C21 1.084
17 H 0.18908 -1.02998 -1.08582  C20 1.088
18 Cl -2.22723 -4.80089 -0.49199  C21 1.789
19 Cl 2.58944 4.92866 -0.31010  C7 1.771
20 C 0.36249 -0.25466 -0.34248  Cl1 1.804, H2 1.090, C9 1.510, H17 1.088
21 C -0.48357 -4.40208 -0.49721  H15 1.087, H16 1.084, Cl18 1.789, C24 1.514
22 H -1.50749 0.74372 -0.39335  C9 1.089
23 H 0.00274 5.79294 0.87881  C12 1.089
24 C 0.24439 -5.05034 0.66114  Cl3 1.783, H13 1.092, H14 1.087, C21 1.514

Atomic partial charges in e from the Löwdin method, atoms 1 to 4: atom 1 (Cl): 0.529, atom 2 (H): 0.067, atom 3 (Cl): 0.526, atom 4 (Cl): 0.572

---

Entry two
Computed, not measured: a cluster of 3 separate species, C6H12Cl6 in total, with the ωB97M-V functional and the def2-TZVPD basis.

Structure (SMILES) ... ClCCCl.ClCCCl.ClCCCl
HOMO ... -10.71 eV
E_LUMO ... 0.6 eV

Last columns: bonded neighbours and bond lengths (Å).
Positions of all 24 atoms, in Å:
1 Cl 4.30308 -4.56710 -2.82194  C15 1.780
2 H -3.75469 1.15220 3.06198  C16 1.087
3 H 1.07650 -2.80716 -2.44460  C7 1.089
4 H 2.77298 -4.16321 -1.08349  C15 1.087
5 Cl -3.70548 3.43318 4.68539  C8 1.788
6 H -0.39128 0.27344 -1.00846  C12 1.086
7 C 2.11488 -2.94548 -2.74267  H3 1.089, H9 1.088, Cl13 1.779, C15 1.506
8 C -2.48910 2.13425 4.51065  Cl5 1.788, C16 1.508, H18 1.087, H19 1.086
9 H 2.12443 -2.96682 -3.83048  C7 1.088
10 H -2.20679 0.37924 3.32488  C16 1.090
11 Cl -2.01301 2.17343 1.83164  C16 1.773
12 C 0.38026 1.01903 -1.17542  H6 1.086, Cl22 1.805, C23 1.497, H24 1.085
13 Cl 3.00190 -1.49838 -2.20910  C7 1.779
14 Cl -0.94337 2.25634 -3.15243  C23 1.791
15 C 2.68698 -4.21339 -2.16553  Cl1 1.780, H4 1.087, C7 1.506, H20 1.089
16 C -2.70087 1.34771 3.24212  H2 1.087, C8 1.508, H10 1.090, Cl11 1.773
17 H 0.57093 3.12348 -1.56354  C23 1.085
18 H -1.52147 2.62791 4.48094  C8 1.087
19 H -2.55685 1.49275 5.38445  C8 1.086
20 H 2.04712 -5.05603 -2.42295  C15 1.089
21 H -0.98188 2.63660 -0.83412  C23 1.086
22 Cl 1.29303 1.15436 0.37592  C12 1.805
23 C -0.19504 2.35578 -1.52831  C12 1.497, Cl14 1.791, H17 1.085, H21 1.086
24 H 1.08774 0.65787 -1.91494  C12 1.085

Atomic partial charges in e from the Löwdin method, atoms 1 to 4: atom 1 (Cl): 0.540, atom 2 (H): 0.065, atom 3 (H): 0.072, atom 4 (H): 0.068

---

Least stable = entry one